Here is a single C11H15B molecule from OMol25. Energies are from wB97M-V/def2-TZVPD.

```
27
C11H15B wB97M-V/def2-TZVPD
C 2.8714 -0.7941 -1.1296
C -1.4737 2.7964 -0.8517
C 2.1448 0.4599 1.1997
C 1.5365 -0.6193 -0.8358
C -2.5415 -2.1881 0.8099
C -2.6648 -0.8341 0.1711
C 3.4238 0.3678 0.8683
C 3.8888 -0.2600 -0.3543
C -0.3025 0.4366 0.5012
C -1.3762 -0.1973 -0.3649
C 1.1443 0.1083 0.2995
B -1.2902 1.3002 -0.5640
H -0.6006 3.4849 -0.7014
H 4.2212 0.7828 1.4710
H -3.3431 -2.4812 1.3405
H -2.0171 3.0194 -1.8138
H -0.7806 0.3099 1.5157
H -3.1134 -0.2460 0.9668
H -2.2641 -2.9545 0.0195
H 2.0164 0.9393 2.0613
H 4.8781 -0.3501 -0.7725
H -1.0899 -0.8286 -1.2145
H -1.7596 -2.1839 1.5964
H 3.0720 -1.3193 -2.0966
H 0.7469 -0.9661 -1.4512
H -3.2546 -0.8340 -0.7052
H -2.0722 3.0507 0.0345
```

frontier orbital gap	8.4	eV
relative energy (zero: lowest compared OMol25 entry of this formula, charge and spin)	196.6	kJ/mol
spin multiplicity	1
electronic energy	-452.896107	a.u.
HOMO	-0.287	Eh
SMILES	CC[C@H]1B(C)[C@@H]1c1ccccc1

natural (NBO) atomic charge list, values in e, 5 entries: C -0.198; C -1.032; C -0.235; C -0.242; C -0.596

Here is a molecular structure, C17H21CeN7OSeSi from OMol25. Energies are from wB97M-V/def2-TZVPD.

```
49
C17H21CeN7OSeSi wB97M-V/def2-TZVPD
Ce -0.2810 0.9615 0.2266
Se -3.0153 4.5937 -1.1548
Si -2.1955 -1.3648 -0.5808
O 1.8233 -0.4013 -0.0340
N 0.1470 1.1196 4.2421
N -0.5713 -0.8167 -0.8913
N 1.0631 0.6406 5.1428
N 0.1969 0.9855 2.9594
N -1.3457 2.2466 -1.0984
N -0.8222 1.7166 2.5119
N -0.8460 1.9009 4.6842
C 2.6230 2.5297 -2.1477
C 1.2801 -3.5495 -2.5956
C -2.9551 0.1031 0.4649
C 1.7125 -1.4888 -0.9186
C 2.2983 0.8446 -0.4919
C -3.2943 -1.5501 -2.0232
C 2.5447 -3.3879 -2.0604
C 0.4119 -1.6407 -1.4187
C 2.2863 1.2147 -1.8348
C -2.2332 -2.8558 0.5400
C 2.7551 3.1025 0.1766
C -2.0331 3.2229 -1.1378
C 2.7718 -2.3160 -1.2047
C 0.2307 -2.6871 -2.2870
C -1.4519 2.2580 3.5551
C 2.9166 3.4648 -1.1568
C 2.4005 1.7805 0.5143
H -2.6143 0.1866 1.4953
H 2.3838 1.4065 1.5292
H 0.6910 0.5969 6.0792
H 3.2041 4.4564 -1.4389
H -3.0994 -2.4664 -2.5831
H -3.2477 -3.1315 0.9221
H 3.7553 -2.1335 -0.7753
H -4.3596 -1.6557 -1.7117
H -3.9484 -0.3150 0.6299
H -0.7255 -2.8453 -2.7492
H 2.5945 2.8516 -3.1776
H 1.5676 -0.1789 4.7884
H 2.1169 0.4618 -2.5770
H -3.0745 1.0357 -0.0501
H -2.3210 2.8564 3.5662
H -1.6163 -2.7006 1.4453
H 3.3618 -4.0151 -2.3336
H -3.2529 -0.7362 -2.7627
H 1.0965 -4.3359 -3.3176
H 2.9313 3.7945 0.9797
H -1.8601 -3.7595 0.0600
```

net charge	+2
frontier orbital gap (spin up / spin down)	6.2 / 6.2	eV
relative energy (zero: lowest compared OMol25 entry of this formula, charge and spin)	0.0	kJ/mol
spin multiplicity	1
electronic energy	-4284.421504	a.u.
HOMO (spin up / spin down)	-0.524 / -0.524	Eh

Mulliken atomic charge list, values in e, 5 entries: Ce 0.867; Se 0.029; Si -0.044; O -0.364; N 0.865

Here is a molecular structure, C42H46N6O2P2V from OMol25. Energies are from wB97M-V/def2-TZVPD.

```
99
C42H46N6O2P2V wB97M-V/def2-TZVPD
V -2.9222 -1.3699 -3.6957
P -3.4838 -3.8150 -2.6829
P -4.7708 -0.2672 -3.5322
O -1.1700 0.0427 1.7014
O 1.5760 -0.6203 -1.8613
N -0.1023 0.1225 -0.3960
N -3.6317 -5.5384 -3.3250
N -6.0018 0.7451 -2.7422
N -4.7700 -4.3358 -1.4114
N -5.3952 -0.0132 -5.1736
N 1.1107 0.0320 1.4950
C -4.5932 -4.3922 -0.0293
C 2.4770 2.4083 -0.6907
C -3.6420 -1.6986 2.2206
C -6.6690 -0.3479 -5.6060
C -4.7269 0.6453 -6.2018
C -4.6039 -2.9885 -3.8306
C 5.6022 -1.2879 0.9560
C 2.9405 -2.0334 1.3357
C -5.9124 2.1033 -2.4495
C -2.7585 -0.0761 -0.3932
C -1.6515 -2.4537 0.0261
C 4.5777 -0.5448 0.3638
C -5.7738 -4.8312 0.5638
C -7.3504 0.3987 -2.6575
C 3.3025 1.9763 1.5561
C 3.8112 4.0659 0.4682
C 5.3012 -2.3976 1.7499
C -0.1226 0.1104 0.9265
C -3.4292 -0.2675 2.0631
C 1.1882 -0.1530 -0.7799
C 3.9158 3.2292 1.5870
C -2.3519 -2.5964 2.4549
C -4.1390 -7.6806 -3.9429
C -2.7256 -1.5558 -0.7079
C 3.9717 -2.7975 1.8968
C -2.9462 -5.8273 -4.5102
C -4.3492 -6.6943 -2.9769
C -7.1823 2.5904 -2.1395
C -5.6028 0.7703 -7.2764
C -3.2374 -7.1281 -4.9084
C 3.2417 -0.8455 0.6797
C -1.2141 -0.0157 -4.0516
C 2.6198 1.5595 0.4045
C -5.4316 -1.9149 -3.0969
C 2.0891 0.1279 0.4303
C -6.1051 -4.6918 -1.6726
C -6.8413 0.1562 -6.8917
C -8.1026 1.5016 -2.2779
C 3.0851 3.6745 -0.6601
C -2.5475 0.2832 1.0329
C -6.7348 -5.0221 -0.4747
C -1.4410 -2.8040 1.3222
H -5.4492 -2.0141 -1.9975
H -7.4410 3.6014 -1.8610
H -3.6268 -4.1790 0.4094
H 4.3376 5.0217 0.4637
H -7.7529 -5.3849 -0.3908
H -4.9537 2.5875 -2.4658
H 4.7957 0.2917 -0.3105
H -9.1763 1.5139 -2.1324
H 3.7170 -3.6863 2.4707
H -7.3566 -0.9014 -4.9905
H -7.6787 -0.5972 -2.8463
H -2.3092 -5.0773 -4.9443
H -1.1282 -0.0663 -5.1904
H -4.1915 -2.0770 1.3511
H -0.4159 -3.1111 1.5571
H -2.6122 1.3742 1.1130
H -1.2812 1.0531 -3.7006
H -2.4595 -1.4732 -1.8293
H -4.2644 -1.8103 3.1286
H -2.7157 -3.5594 2.8502
H -4.5746 -8.6671 -3.9647
H -1.7958 -2.0853 3.2515
H -6.4912 -4.7477 -2.6804
H -3.7578 -1.9833 -0.6641
H -3.7634 0.2772 -0.6804
H 6.6296 -0.9732 0.7835
H -5.3030 -3.7328 -4.2249
H 1.9063 2.0887 -1.5687
H 1.2601 0.2235 2.4854
H 4.4810 3.5244 2.4784
H -5.3969 1.2676 -8.2133
H -1.9834 0.4388 -0.9785
H -3.6366 0.4208 2.8912
H 6.1128 -2.9571 2.2234
H -4.0179 -2.5338 -4.6965
H -6.4742 -2.0094 -3.3949
H 3.3892 1.3056 2.4162
H -5.9099 -5.0076 1.6163
H -7.7422 0.1062 -7.4828
H -1.0373 -2.9452 -0.7494
H 1.9045 -2.3735 1.4145
H -4.9647 -6.7449 -2.0937
H 2.9672 4.3276 -1.5278
H -2.8512 -7.6308 -5.7802
H -3.7022 0.9585 -6.0711
H -0.2908 -0.4454 -3.6243
```

frontier orbital gap (spin up / spin down)	6.9 / 6.0	eV
relative energy (zero: lowest compared OMol25 entry of this formula, charge and spin)	0.0	kJ/mol
spin multiplicity	4
electronic energy	-3733.419494	a.u.
HOMO (spin up / spin down)	-0.266 / -0.236	Eh
<S²>	3.844

Mulliken atomic charge list, values in e, 5 entries: V -0.972; P 0.164; P 0.452; O -0.445; O -0.704